Here is a 10-piece molecular cluster, C50H128N12O18 overall from the Open Molecules 2025 dataset. Energies are from ωB97M-V with the def2-TZVPD basis set.

Geometry as XYZ:
```
208
Properties=species:S:1:pos:R:3
C -4.7969 -7.0776 -2.8209
O -3.8885 -6.5355 -3.8077
C -2.5155 -6.5660 -3.3848
C -2.0502 -5.3406 -2.6162
N -1.9539 -4.2452 -3.5685
C -1.8481 -2.9214 -3.0047
C -3.1202 -2.3953 -2.2321
O -3.8164 -1.2857 -2.8469
C -3.1700 -0.0721 -2.9239
H -5.8258 -7.2165 -3.1529
H -4.8210 -6.4768 -1.9118
H -4.5929 -8.1464 -2.7554
H -1.8586 -6.7365 -4.2378
H -2.2062 -7.4365 -2.8061
H -1.0304 -5.5341 -2.2835
H -2.6833 -5.1673 -1.7460
H -2.6258 -4.4002 -4.3065
H -1.5745 -2.1427 -3.7166
H -0.9632 -2.9278 -2.3684
H -2.7831 -2.1215 -1.2324
H -3.9213 -3.1117 -2.0504
H -3.5833 0.5201 -3.7403
H -2.1145 -0.2396 -3.1384
H -3.1974 0.5168 -2.0071
C -7.9694 1.3468 6.1027
O -6.6787 1.1858 5.5902
C -6.7503 0.6042 4.3090
C -5.4081 0.4203 3.6784
N -5.4518 -0.5042 2.5207
C -4.0455 -0.6685 1.9384
C -3.0388 -1.2567 2.8600
O -2.5595 -0.4854 3.9697
C -1.9080 0.8225 3.7352
H -7.9632 1.9699 6.9970
H -8.2557 0.3341 6.3864
H -8.7029 1.7087 5.3822
H -7.4942 1.0489 3.6481
H -7.2922 -0.3064 4.5645
H -4.6556 0.1862 4.4315
H -5.1705 1.4269 3.3343
H -6.0184 -0.0514 1.8178
H -3.6910 0.2863 1.5502
H -4.1495 -1.4637 1.2002
H -2.2483 -1.6207 2.2039
H -3.3138 -2.2524 3.2079
H -1.1383 0.7597 2.9660
H -1.5123 1.2551 4.6541
H -2.6904 1.4010 3.2439
C -1.3545 -0.4608 -6.2671
O -1.4310 0.7232 -5.4611
C -0.3277 1.6047 -5.5446
C 0.2616 1.5984 -4.0989
N 1.4687 2.4276 -3.9576
C 2.3980 2.3095 -5.1067
C 2.8738 0.8372 -5.2667
O 3.8385 0.7083 -6.3524
C 4.8977 1.6656 -6.2878
H -2.2668 -1.0459 -6.3835
H -0.5290 -1.0653 -5.8914
H -1.0799 -0.1370 -7.2710
H -0.6912 2.6057 -5.7773
H 0.3529 1.3640 -6.3612
H 0.4497 0.5382 -3.9294
H -0.6054 1.9486 -3.5386
H 1.9786 1.9705 -3.2153
H 3.2411 2.8629 -4.6933
H 1.9870 2.7207 -6.0287
H 2.0250 0.1710 -5.4207
H 3.2744 0.5529 -4.2937
H 4.6212 2.6956 -6.5129
H 5.5184 1.3272 -7.1175
H 5.4957 1.6997 -5.3772
C 5.3905 -1.4465 2.0016
O 4.3128 -0.5568 2.1036
C 3.0451 -1.0943 2.5011
C 2.3999 -0.1103 3.4363
N 3.0783 -0.2266 4.7560
C 2.7918 0.8832 5.6623
C 3.7402 0.8353 6.8580
O 5.0771 1.0444 6.4597
C 5.9291 1.2543 7.5595
H 5.1592 -2.5024 1.8616
H 6.0922 -1.4094 2.8349
H 6.0814 -1.1234 1.2228
H 3.1294 -2.0637 2.9923
H 2.5047 -1.1883 1.5592
H 1.3174 -0.2107 3.5158
H 2.5884 0.8568 2.9701
H 4.0773 -0.2509 4.6096
H 1.7150 0.8562 5.8289
H 3.1315 1.7181 5.0494
H 3.7524 -0.1694 7.2806
H 3.4945 1.6278 7.5648
H 5.8819 0.4265 8.2670
H 5.5558 2.1190 8.1081
H 6.9473 1.4863 7.2473
C 3.4440 5.7131 4.2798
O 2.9050 5.3376 3.0795
C 2.6576 3.9321 2.9511
C 2.1232 3.7393 1.4850
N 3.1199 4.2816 0.4852
C 2.6024 4.5581 -0.7970
C 2.0439 6.0223 -0.8996
O 2.9032 6.9535 -0.3045
C 2.2686 8.2283 -0.1074
H 4.5110 5.4937 4.2428
H 3.1676 5.2847 5.2433
H 3.3960 6.8016 4.3100
H 2.0407 3.5251 3.7523
H 3.5920 3.3803 3.0533
H 1.1200 4.1629 1.5319
H 1.7947 2.7133 1.3194
H 3.3800 5.1295 0.9684
H 1.8623 3.8476 -1.1652
H 3.3939 4.4750 -1.5418
H 1.0410 5.9646 -0.4766
H 1.9074 6.3408 -1.9331
H 2.9784 8.8308 0.4594
H 1.3705 7.9997 0.4665
H 2.1560 8.7312 -1.0679
C 4.7770 -4.9128 -0.1960
O 3.7058 -4.2187 0.2717
C 2.4326 -4.3942 -0.3108
C 2.2995 -3.8598 -1.7614
N 2.1638 -2.4451 -1.9007
C 2.0148 -2.0480 -3.3237
C 3.2368 -2.3867 -4.2256
O 4.3170 -1.8720 -3.5201
C 5.5401 -2.5495 -3.7908
H 5.6074 -4.8070 0.5022
H 4.8965 -4.6528 -1.2478
H 4.5842 -5.9775 -0.3275
H 1.7422 -3.8136 0.3011
H 2.0430 -5.4121 -0.2984
H 1.3797 -4.2735 -2.1747
H 3.0912 -4.4065 -2.2737
H 3.1339 -2.1659 -1.8688
H 1.8909 -0.9653 -3.3019
H 1.1604 -2.5075 -3.8207
H 3.0906 -1.9737 -5.2237
H 3.2661 -3.4596 -4.4157
H 5.4526 -3.6267 -3.9325
H 6.2657 -2.4769 -2.9806
H 6.0144 -2.1740 -4.6975
C -3.9779 -10.2135 0.7608
O -3.2920 -9.0236 1.1015
C -4.0771 -7.8247 1.0966
C -3.2428 -6.6766 1.6520
N -2.0120 -6.5458 0.8226
C -1.0827 -5.6407 1.4273
C -1.5394 -4.1755 1.4460
O -0.5061 -3.2032 1.6046
C 0.0794 -3.0908 2.8848
H -4.8858 -10.2356 1.3636
H -3.4542 -11.1498 0.9534
H -4.2309 -10.3476 -0.2909
H -5.0332 -7.8668 1.6184
H -4.4542 -7.7166 0.0796
H -3.0594 -6.9630 2.6876
H -3.9325 -5.8395 1.5440
H -1.7603 -7.5221 0.8812
H -0.1543 -5.6563 0.8565
H -0.8700 -5.8809 2.4691
H -2.3354 -4.0753 2.1838
H -1.9813 -3.9775 0.4695
H -0.7143 -2.5975 3.4459
H 0.9936 -2.4988 2.9287
H 0.3351 -4.0539 3.3265
C -1.6305 3.3014 -0.2664
O -2.2925 4.5794 -0.2092
C -3.7057 4.4838 -0.4232
C -4.3435 5.8519 -0.6200
N -3.9621 6.7374 0.5068
C -4.3742 8.1423 0.2653
C -3.2264 8.8489 -0.5321
O -2.2066 9.1446 0.4088
C -1.0048 9.6696 -0.2312
H -2.2999 2.4768 -0.5116
H -1.1762 3.1638 0.7148
H -0.7984 3.4317 -0.9583
H -4.2398 4.0009 0.3951
H -3.9262 3.8532 -1.2845
H -5.4317 5.9053 -0.6504
H -3.9754 6.2479 -1.5666
H -3.0091 6.7895 0.8371
H -4.5534 8.6706 1.2017
H -5.2925 8.0575 -0.3157
H -3.6661 9.6048 -1.1828
H -2.8630 8.0306 -1.1537
H -1.0924 10.5767 -0.8292
H -0.4832 8.8716 -0.7597
H -0.2607 9.8959 0.5325
C -0.1361 -0.1855 -0.2538
O -1.1461 0.2973 0.2713
N 0.1920 -1.4383 -0.3593
N 0.7282 0.5593 -0.8821
H 0.9615 -1.7776 -0.9187
H -0.3566 -2.0460 0.2322
H 1.6380 0.1811 -1.1041
H 0.5633 1.5553 -0.8532
C 3.8805 1.0118 -1.0726
O 3.5164 1.6452 -2.0352
N 4.2479 -0.2372 -1.1366
N 3.7806 1.4003 0.1454
H 4.6561 -0.7608 -0.3754
H 4.3859 -0.4708 -2.1094
H 4.0833 0.7991 0.8985
H 3.5791 2.3736 0.3250
```

<S²>: 0.750
Charge: -1
Spin multiplicity: 2
HOMO energy (spin up / spin down) in Ha: 0.016 / -0.237